1.
A 6-piece molecular cluster, C29H75N5O9 overall. Source: the OMol25 dataset; level of theory: ωB97M-V/def2-TZVPD.

Atoms and positions in Å:
C1 -0.205 1.249 -0.742
O1 -0.412 0.345 -1.810
C2 -0.967 -0.867 -1.286
C3 -1.462 -1.865 -2.302
C4 -2.570 -1.303 -3.174
N1 -1.904 -3.058 -1.588
H1 0.292 0.926 0.179
H2 -1.178 1.673 -0.467
H3 0.443 2.003 -1.196
H4 -0.192 -1.350 -0.674
H5 -1.777 -0.596 -0.595
H6 -0.599 -2.233 -2.874
H7 -3.307 -2.050 -3.472
H8 -2.200 -0.742 -4.030
H9 -3.167 -0.593 -2.590
H10 -1.251 -3.473 -0.942
H11 -2.354 -3.811 -2.078
C5 -3.383 5.236 1.624
O2 -2.972 4.476 2.730
C6 -3.792 3.392 3.089
C7 -2.857 2.415 3.788
C8 -1.704 1.845 2.997
N2 -3.684 1.397 4.505
H12 -3.121 4.713 0.692
H13 -2.806 6.161 1.600
H14 -4.456 5.451 1.584
H15 -4.634 3.580 3.762
H16 -4.253 2.924 2.207
H17 -2.354 2.895 4.636
H18 -1.021 2.634 2.678
H19 -2.107 1.267 2.157
H20 -1.064 1.187 3.589
H21 -3.992 0.640 3.899
H22 -3.052 0.959 5.169
C9 5.150 1.328 7.550
O3 5.566 1.030 6.226
C10 6.941 0.719 6.142
C11 7.319 0.814 4.659
N3 6.464 -0.079 3.904
C12 6.395 0.206 2.456
C13 5.123 -0.462 1.937
O4 4.008 0.168 2.547
C14 2.812 -0.044 1.847
H23 5.731 0.685 8.210
H24 4.076 1.155 7.642
H25 5.202 2.397 7.786
H26 7.088 -0.320 6.472
H27 7.602 1.278 6.812
H28 8.367 0.540 4.536
H29 7.163 1.869 4.401
H30 5.509 -0.051 4.237
H31 7.276 -0.240 1.992
H32 6.330 1.271 2.203
H33 5.151 -1.508 2.253
H34 5.128 -0.341 0.850
H35 2.758 0.433 0.860
H36 2.052 0.350 2.522
H37 2.539 -1.080 1.600
C15 8.204 -3.677 -2.890
O5 6.848 -3.893 -3.193
C16 6.345 -3.059 -4.226
C17 4.885 -2.767 -4.043
N4 4.626 -2.324 -2.682
C18 3.248 -2.312 -2.217
C19 2.355 -3.441 -2.708
O6 1.846 -3.071 -3.957
C20 1.205 -4.075 -4.752
H38 8.336 -2.820 -2.212
H39 8.833 -3.505 -3.764
H40 8.495 -4.520 -2.263
H41 6.668 -3.410 -5.209
H42 6.865 -2.091 -4.128
H43 4.282 -3.647 -4.341
H44 4.444 -2.098 -4.792
H45 5.346 -2.744 -2.112
H46 2.846 -1.377 -2.624
H47 3.247 -2.161 -1.138
H48 1.509 -3.622 -2.028
H49 2.977 -4.348 -2.665
H50 1.064 -3.567 -5.704
H51 0.302 -4.394 -4.231
H52 2.003 -4.806 -4.929
C21 -5.097 1.789 -0.695
O7 -6.493 1.810 -0.865
C22 -6.933 1.881 -2.201
C23 -7.423 3.265 -2.600
N5 -6.495 4.322 -2.206
C24 -7.113 5.601 -2.674
C25 -6.291 6.776 -2.178
O8 -6.345 6.794 -0.760
C26 -5.866 7.986 -0.223
H53 -4.620 0.941 -1.195
H54 -4.833 1.858 0.359
H55 -4.681 2.713 -1.124
H56 -7.684 1.116 -2.407
H57 -6.086 1.630 -2.860
H58 -8.390 3.337 -2.076
H59 -7.567 3.267 -3.680
H60 -6.557 4.468 -1.199
H61 -8.120 5.696 -2.252
H62 -7.199 5.609 -3.759
H63 -6.590 7.768 -2.541
H64 -5.254 6.719 -2.537
H65 -6.033 8.012 0.851
H66 -6.293 8.919 -0.619
H67 -4.793 8.146 -0.397
C27 -0.220 -7.353 -0.455
C28 -1.388 -6.609 0.143
C29 -1.016 -5.586 1.203
O9 -2.141 -5.953 -0.898
H68 -0.550 -8.268 -0.946
H69 0.473 -7.632 0.349
H70 0.438 -6.771 -1.103
H71 -2.084 -7.332 0.581
H72 -0.349 -6.135 1.877
H73 -1.886 -5.290 1.785
H74 -0.445 -4.715 0.885
H75 -2.550 -6.593 -1.486

Values from the calculation:
Relative energy (zero: lowest compared OMol25 entry of this formula, charge and spin)   122.11 kJ/mol
Structure (SMILES)   COC[C@H](C)N.COC[C@H](C)N.COCCNCCOC.COCCNCCOC.COCCNCCOC.CC(C)O
Gap between HOMO and LUMO   8.82 eV
HOMO   -0.3027 Eh

2.
A 8-piece molecular cluster, C29H77N3O9 overall. Source: the OMol25 dataset; level of theory: ωB97M-V/def2-TZVPD.

Atoms and positions in Å:
C1 12.045 11.175 -0.471
O1 12.697 9.911 -0.711
C2 12.524 8.875 0.229
C3 12.934 7.458 -0.271
N1 13.027 6.469 0.806
C4 14.042 6.773 1.832
C5 14.316 5.371 2.499
O2 14.998 4.407 1.629
C6 15.704 3.478 2.405
H1 12.160 11.553 0.545
H2 10.970 10.994 -0.492
H3 12.354 11.856 -1.264
H4 11.483 8.931 0.549
H5 13.149 9.091 1.095
H6 13.918 7.366 -0.730
H7 12.125 6.932 -0.778
H8 13.516 5.686 0.396
H9 13.692 7.525 2.539
H10 14.940 7.051 1.280
H11 13.383 4.968 2.891
H12 14.954 5.533 3.368
H13 15.992 2.617 1.802
H14 14.989 2.994 3.070
H15 16.528 3.783 3.048
C7 12.060 5.029 -3.442
C8 10.650 4.526 -3.184
C9 10.528 3.022 -2.849
O3 11.187 2.189 -3.727
C10 10.738 0.776 -3.668
N2 10.148 5.165 -2.075
H16 12.419 4.480 -4.313
H17 12.745 4.695 -2.663
H18 12.135 6.099 -3.635
H19 10.096 4.858 -4.062
H20 9.471 2.764 -2.920
H21 10.851 2.864 -1.820
H22 11.142 0.450 -4.626
H23 9.658 0.667 -3.577
H24 11.212 0.143 -2.917
H25 10.552 4.762 -1.242
H26 9.156 5.172 -1.884
C11 11.589 -6.416 -1.712
C12 12.006 -5.768 -3.071
C13 11.594 -4.350 -3.345
O4 11.683 -3.918 -4.708
C14 11.115 -2.577 -4.918
N3 13.443 -5.930 -3.042
H27 11.940 -5.824 -0.866
H28 12.032 -7.401 -1.567
H29 10.503 -6.517 -1.723
H30 11.580 -6.404 -3.846
H31 12.084 -3.646 -2.671
H32 10.525 -4.264 -3.153
H33 10.085 -2.602 -4.559
H34 11.056 -2.325 -5.976
H35 11.581 -1.757 -4.372
H36 13.785 -6.810 -2.681
H37 13.678 -5.898 -4.023
C15 15.169 6.290 -8.050
C16 14.270 5.580 -7.000
C17 15.122 5.218 -5.766
O5 13.207 6.409 -6.573
H38 16.066 5.697 -8.231
H39 15.541 7.257 -7.711
H40 14.572 6.385 -8.958
H41 13.824 4.740 -7.533
H42 14.609 4.591 -5.037
H43 15.546 6.096 -5.278
H44 16.039 4.695 -6.036
H45 13.561 7.188 -6.139
C18 7.274 3.043 -5.241
C19 6.441 2.093 -4.381
C20 4.947 2.181 -4.695
O6 6.761 0.739 -4.748
H46 6.843 4.036 -5.112
H47 7.082 2.768 -6.278
H48 8.346 3.154 -5.077
H49 6.749 2.199 -3.341
H50 4.297 1.527 -4.113
H51 4.852 1.773 -5.702
H52 4.494 3.170 -4.761
H53 7.102 0.790 -5.644
C21 13.405 2.116 -0.419
C22 14.265 1.251 -1.302
C23 14.697 1.930 -2.512
O7 15.475 0.807 -0.633
H54 13.870 2.880 0.204
H55 12.895 1.354 0.171
H56 12.562 2.630 -0.880
H57 13.744 0.338 -1.591
H58 15.289 1.275 -3.151
H59 15.306 2.745 -2.121
H60 13.907 2.453 -3.050
H61 15.311 0.276 0.150
C24 9.095 8.475 -2.345
C25 8.338 9.054 -3.545
C26 7.709 7.763 -4.314
O8 7.315 9.967 -3.298
H62 9.916 7.940 -2.823
H63 8.568 7.696 -1.793
H64 9.404 9.277 -1.675
H65 9.085 9.560 -4.156
H66 8.532 7.203 -4.758
H67 6.932 7.825 -5.076
H68 7.296 6.994 -3.660
H69 6.772 9.490 -2.667
C27 8.703 5.926 2.039
C28 9.506 4.773 1.452
C29 9.918 3.750 2.475
O9 8.853 4.071 0.365
H70 9.388 6.426 2.723
H71 7.869 5.522 2.612
H72 8.347 6.700 1.359
H73 10.456 5.214 1.151
H74 10.746 3.110 2.169
H75 8.998 3.281 2.824
H76 10.223 4.168 3.434
H77 8.226 3.524 0.843

Values from the calculation:
Total charge   -1
Spin multiplicity   2
<S²>   0.75
Gap between HOMO and LUMO (spin up / spin down)   1.63 / 8.73 eV
HOMO (spin up / spin down)   0.0291 / -0.2346 Eh